Below is a structure of composition C38H52AsBaCl2N5S, with properties calculated with wB97M-V/def2-TZVPD.

CARTESIAN COORDINATES (ANGSTROEM)
Ba (-0.08762, 0.12290, 0.17017)
C (0.40341, -3.23467, 2.54495)
C (1.39066, -2.10576, 2.87664)
N (0.83318, -0.74090, 2.82463)
C (-0.08665, -0.44345, 3.92974)
C (-1.55732, -0.44650, 3.55897)
N (-1.89276, 0.52915, 2.52323)
C (-3.33803, 0.77746, 2.47330)
C (-4.13842, -0.25935, 1.69390)
C (-4.07937, -0.08414, 0.18009)
N (-2.87003, -0.60836, -0.46453)
C (-2.87481, -2.05775, -0.69590)
C (-2.10248, -2.89433, 0.32142)
N (-0.68784, -2.54014, 0.36763)
C (0.20530, -3.48530, 1.05084)
H (-0.55476, -3.08024, 3.05180)
H (0.81635, -4.15048, 2.97353)
H (2.22503, -2.14598, 2.17219)
H (1.79238, -2.30113, 3.88076)
H (1.60811, -0.08899, 2.87170)
H (0.16012, 0.53855, 4.33773)
H (0.05180, -1.16244, 4.74631)
H (-2.12276, -0.25253, 4.48302)
H (-1.85987, -1.43914, 3.21401)
H (-1.42705, 1.40931, 2.72043)
H (-3.49909, 1.74822, 2.00749)
H (-3.73985, 0.83398, 3.49462)
H (-5.18405, -0.15549, 1.99549)
H (-3.84645, -1.27490, 1.97938)
H (-4.12225, 0.98380, -0.04477)
H (-4.96763, -0.55158, -0.26563)
H (-2.78201, -0.10915, -1.34399)
H (-2.44715, -2.25902, -1.68257)
H (-3.89959, -2.45075, -0.71188)
H (-2.22200, -3.95048, 0.03657)
H (-2.52603, -2.78759, 1.32367)
H (-0.36400, -2.49179, -0.60021)
H (1.18413, -3.38250, 0.57480)
H (-0.13271, -4.51709, 0.87732)
S (2.72546, -0.99675, -0.55119)
C (3.22398, -1.63813, -2.09346)
C (4.60468, -1.87618, -2.28301)
C (5.09642, -2.44395, -3.44383)
C (4.23471, -2.81599, -4.47360)
C (2.88478, -2.58082, -4.32052)
C (2.36998, -1.97387, -3.16657)
As (0.46342, -1.67597, -3.04602)
C (-0.19078, -3.45502, -3.48855)
C (-0.94393, -3.75704, -4.62077)
C (-1.43268, -5.04542, -4.81819)
C (-1.16936, -6.04396, -3.89043)
C (-0.40659, -5.75510, -2.76430)
C (0.07576, -4.46966, -2.56573)
C (0.01767, -0.68260, -4.65677)
C (-1.33255, -0.40184, -4.87555)
C (-1.73002, 0.39771, -5.93773)
C (-0.77557, 0.94204, -6.78873)
C (0.57035, 0.67912, -6.57289)
C (0.96589, -0.13041, -5.51202)
H (5.27796, -1.61381, -1.47894)
H (6.16239, -2.61327, -3.54149)
H (4.61385, -3.28192, -5.37356)
H (2.19929, -2.87483, -5.10946)
H (-1.14755, -2.98748, -5.35559)
H (-2.01436, -5.26970, -5.70321)
H (-1.54815, -7.04565, -4.04687)
H (-0.18222, -6.53386, -2.04621)
H (0.69610, -4.25900, -1.69918)
H (-2.08280, -0.80611, -4.20247)
H (-2.78078, 0.60736, -6.09278)
H (-1.08113, 1.57568, -7.61128)
H (1.31814, 1.10837, -7.22729)
H (2.01929, -0.31432, -5.34217)
C (1.31226, 3.82104, -1.83799)
N (1.01198, 2.40318, -1.97079)
C (2.05021, 1.78200, -2.77780)
C (-0.31142, 2.20694, -2.56570)
C (-1.38133, 2.91815, -1.76142)
C (-2.13962, 3.88329, -2.42483)
C (-3.05854, 4.66400, -1.73210)
C (-3.17988, 4.48191, -0.36238)
C (-2.42258, 3.49829, 0.27450)
C (-1.50931, 2.64893, -0.37617)
H (1.34892, 4.32302, -2.81910)
H (2.28821, 3.93744, -1.36207)
H (0.54955, 4.31681, -1.23755)
H (2.10672, 2.23024, -3.78263)
H (1.85628, 0.71882, -2.88313)
H (3.01625, 1.88523, -2.28277)
H (-0.49604, 1.12501, -2.61207)
H (-0.32061, 2.54831, -3.61398)
H (-1.99829, 4.03994, -3.49198)
H (-3.64408, 5.41521, -2.24795)
H (-3.86041, 5.10562, 0.21007)
H (-2.55135, 3.42022, 1.35686)
Cl (0.59497, 3.33240, 3.03756)
C (1.31249, 3.46712, 1.41382)
Cl (2.48767, 2.17330, 1.09525)
H (1.81927, 4.42218, 1.36295)
H (0.49655, 3.36958, 0.69874)

Largest force on an atom in Eh/bohr: 0.0216
LUMO energy in eV: 0.220
Energy relative to the best compared isomer or geometry (same formula, charge and spin) in kJ/mol: 0.0
DFT total energy in Ha: -5332.8414

Löwdin population analysis, charges in e, atoms 1 to 4: 1.434, -0.160, -0.222, -0.144

***

Below is a cluster of 8 separate species, C38H52FN9O8PS2 in total, with properties calculated with wB97M-V/def2-TZVPD.

CARTESIAN COORDINATES (ANGSTROEM)
O (-2.45067, 5.16412, 3.97443)
C (-1.37205, 5.15463, 3.51550)
O (-1.00581, 6.02897, 2.55732)
C (-0.11697, 5.47850, 1.59358)
C (-0.54728, 5.96701, 0.20174)
N (-0.59921, 4.83317, -0.72856)
C (0.38686, 4.47122, -1.61878)
S (1.89627, 5.30570, -1.85897)
C (-0.08033, 3.33251, -2.23152)
F (0.50272, 2.60715, -3.14929)
N (-1.29322, 3.02597, -1.71399)
C (-2.08044, 1.82872, -2.05763)
C (-1.97573, 0.85173, -0.88287)
C (-2.44032, -0.56913, -1.20292)
C (-1.60252, -1.61120, -0.44162)
S (-1.48466, -1.34487, 1.31520)
O (-1.06948, -2.56536, 1.91690)
O (-2.69235, -0.77640, 1.82942)
O (-0.32712, -0.26323, 1.50341)
C (-1.62547, 3.96225, -0.79357)
P (-3.11967, 4.06889, 0.21994)
O (-3.39218, 5.46653, 0.51384)
O (-2.85257, 3.18767, 1.49586)
O (-4.32246, 3.39520, -0.56142)
H (-0.61986, 4.43147, 3.84644)
H (0.92634, 5.71580, 1.79130)
H (-0.21180, 4.39147, 1.60984)
H (-1.53180, 6.41369, 0.25269)
H (0.14231, 6.71699, -0.16584)
H (2.43849, 4.99653, -0.67221)
H (-3.10393, 2.11310, -2.27452)
H (-1.67351, 1.38969, -2.96128)
H (-0.91504, 0.81477, -0.64133)
H (-2.50017, 1.21073, -0.00096)
H (-2.35707, -0.80651, -2.26080)
H (-3.47262, -0.72173, -0.89591)
H (-1.94505, -2.62173, -0.63354)
H (-0.59999, -1.54890, -0.87111)
H (0.44088, -0.51392, 0.97057)
H (-3.27583, 3.57215, 2.28941)
H (-4.32520, 2.43216, -0.44906)
N (-5.83616, 1.98759, 2.48929)
C (-6.82387, 2.47395, 3.30864)
C (-7.00885, 1.56866, 4.31310)
C (-6.10235, 0.49303, 4.09060)
C (-5.38710, 0.77708, 2.95820)
H (-5.50519, 2.45070, 1.66616)
H (-7.30258, 3.41610, 3.10579)
H (-7.71664, 1.66340, 5.11973)
H (-5.98849, -0.39316, 4.69433)
H (-4.60741, 0.21805, 2.46843)
N (-5.64822, 1.36540, 7.54689)
C (-6.56589, 0.80153, 8.38814)
C (-6.44777, 1.41366, 9.60898)
C (-5.42068, 2.39239, 9.49369)
C (-4.95002, 2.33711, 8.20894)
H (-5.50788, 1.10543, 6.58628)
H (-7.21963, 0.01539, 8.05131)
H (-7.03164, 1.18767, 10.48559)
H (-5.06803, 3.05519, 10.26572)
H (-4.18028, 2.90235, 7.71268)
N (-3.68851, -0.42186, 10.17271)
C (-3.26003, -0.88204, 11.38426)
C (-2.17932, -1.69831, 11.17041)
C (-1.94666, -1.72811, 9.76944)
C (-2.89491, -0.92856, 9.18447)
H (-4.47180, 0.19799, 10.02554)
H (-3.75738, -0.59196, 12.29381)
H (-1.61937, -2.21501, 11.93152)
H (-1.17419, -2.27258, 9.25244)
H (-3.07152, -0.67851, 8.15217)
N (1.21487, -2.59953, -3.37306)
C (1.57480, -3.73111, -2.68158)
C (1.15192, -4.81096, -3.40508)
C (0.51220, -4.31776, -4.57545)
C (0.56398, -2.95275, -4.52919)
H (1.39770, -1.65914, -3.07852)
H (2.09947, -3.66841, -1.74308)
H (1.28671, -5.84300, -3.12992)
H (0.06740, -4.90288, -5.36201)
H (0.20164, -2.20600, -5.21494)
N (5.19496, -3.17861, -4.63671)
C (3.94905, -2.92124, -5.14095)
C (4.05850, -2.84568, -6.50484)
C (5.42492, -3.06332, -6.83621)
C (6.09962, -3.26815, -5.66123)
H (5.41484, -3.28439, -3.66365)
H (3.09192, -2.80934, -4.49385)
H (3.25121, -2.65208, -7.19119)
H (5.85984, -3.06763, -7.82205)
H (7.14102, -3.46198, -5.46644)
N (7.80825, -6.15264, -5.52669)
C (8.17200, -6.76745, -4.35882)
C (9.25145, -7.56658, -4.62286)
C (9.55270, -7.42684, -6.00485)
C (8.64612, -6.54798, -6.53347)
H (7.04223, -5.51244, -5.62978)
H (7.63382, -6.58536, -3.44429)
H (9.76853, -8.18295, -3.90716)
H (10.34405, -7.91606, -6.54680)
H (8.52570, -6.17209, -7.53491)
N (5.70061, 0.12076, -7.20986)
C (6.85887, 0.54665, -7.79468)
C (6.62346, 1.77479, -8.35567)
C (5.26638, 2.10374, -8.09472)
C (4.72657, 1.06264, -7.38459)
H (5.57928, -0.75406, -6.72383)
H (7.74928, -0.05764, -7.76391)
H (7.34203, 2.36978, -8.89335)
H (4.74794, 2.99870, -8.39570)
H (3.73500, 0.91094, -6.99310)

Largest force on an atom in Eh/bohr: 0.0438
LUMO energy in eV: -4.223
DFT total energy in Ha: -3811.2795
Charge: +1

Löwdin population analysis, charges in e, atoms 1 to 4: 0.140, -0.362, -0.001, -0.141

***

Below is a structure of composition C38H52N3O3PS2TeV, with properties calculated with wB97M-V/def2-TZVPD.

CARTESIAN COORDINATES (ANGSTROEM)
V (0.36639, -0.58150, -0.03976)
C (0.50385, 4.09542, 0.84802)
N (0.78833, 3.01726, -0.08678)
C (2.23045, 2.75857, -0.16091)
C (2.75034, 1.90086, 0.99590)
N (2.68951, 0.42126, 0.81821)
C (3.69063, 0.01151, -0.18806)
C (3.02944, -0.23297, 2.07779)
C (4.26166, 0.01622, 2.67869)
C (4.63426, -0.62328, 3.84652)
C (3.76764, -1.53414, 4.43730)
C (2.53999, -1.78413, 3.85780)
C (2.16257, -1.13941, 2.67687)
S (0.57497, -1.49180, 2.03303)
C (0.07215, 3.08415, -1.30062)
C (-0.71671, 4.18631, -1.64211)
C (-1.43696, 4.22485, -2.82588)
C (-1.38855, 3.16662, -3.71868)
C (-0.63213, 2.05522, -3.39204)
C (0.06745, 1.99857, -2.19015)
S (1.00267, 0.53346, -1.90027)
H (0.82077, 5.07463, 0.46705)
H (1.04276, 3.91897, 1.77522)
H (-0.56152, 4.12310, 1.07407)
H (2.76831, 3.71525, -0.12726)
H (2.47769, 2.29671, -1.11147)
H (2.21772, 2.15306, 1.91120)
H (3.79773, 2.17783, 1.15598)
H (4.66149, 0.47614, 0.00985)
H (3.37034, 0.29198, -1.18537)
H (3.80875, -1.06672, -0.15461)
H (4.94352, 0.72356, 2.22385)
H (5.59837, -0.41132, 4.28798)
H (4.05198, -2.04643, 5.34655)
H (1.84987, -2.48548, 4.30924)
H (-0.76894, 5.04274, -0.98674)
H (-2.02502, 5.10385, -3.05510)
H (-1.93500, 3.20089, -4.65109)
H (-0.58699, 1.20250, -4.05988)
C (-4.39197, 2.56803, 3.21621)
C (-3.00028, 2.13390, 2.84136)
C (-1.91597, 2.38767, 3.67031)
C (-0.63723, 1.98562, 3.30759)
C (0.53399, 2.25915, 4.21622)
C (-0.46822, 1.32388, 2.10476)
C (-1.54497, 0.94400, 1.28487)
C (-2.80986, 1.40923, 1.67326)
N (-1.29547, 0.04170, 0.21623)
C (-2.45329, -0.56038, -0.49520)
C (-3.20012, 0.50983, -1.32268)
C (-4.41538, -0.12407, -2.00292)
C (-3.92515, -1.15850, -3.01576)
C (-3.13668, -2.23441, -2.27142)
C (-4.05992, -2.94735, -1.28464)
C (-4.55229, -1.92847, -0.25780)
C (-5.31369, -0.79774, -0.95951)
C (-3.35083, -1.34723, 0.49170)
C (-1.96205, -1.60564, -1.51076)
H (-4.37243, 3.32846, 3.99469)
H (-4.96544, 1.71874, 3.59308)
H (-4.92324, 2.97012, 2.35361)
H (-2.06736, 2.90627, 4.61018)
H (0.19864, 2.31996, 5.25045)
H (1.01354, 3.21163, 3.97787)
H (1.28107, 1.46674, 4.14891)
H (0.53308, 1.08152, 1.79442)
H (-3.69220, 1.21147, 1.09083)
H (-2.50995, 0.88774, -2.08040)
H (-3.50204, 1.37034, -0.73244)
H (-4.97471, 0.66276, -2.51430)
H (-3.29538, -0.67902, -3.77127)
H (-4.77236, -1.61571, -3.53282)
H (-2.72728, -2.95202, -2.98354)
H (-3.52479, -3.75742, -0.78088)
H (-4.90385, -3.39148, -1.81800)
H (-5.20976, -2.41722, 0.46477)
H (-5.65023, -0.06192, -0.22102)
H (-6.20626, -1.19873, -1.44522)
H (-2.74231, -2.15255, 0.91769)
H (-3.69595, -0.74343, 1.32440)
H (-1.27683, -1.14212, -2.22612)
H (-1.43815, -2.41348, -0.99038)
C (4.55261, -1.02634, -3.55440)
C (3.78158, -2.30204, -3.29613)
O (2.91665, -2.09932, -2.15342)
P (1.51255, -2.85015, -1.99808)
O (0.89162, -2.03760, -0.79732)
Te (0.28954, -3.05503, -3.96458)
O (1.86347, -4.25391, -1.34099)
C (2.59629, -4.29510, -0.08949)
C (3.21181, -5.66717, 0.04984)
H (5.09548, -1.12367, -4.49389)
H (5.26707, -0.82117, -2.75657)
H (3.86069, -0.18749, -3.64211)
H (4.44877, -3.13529, -3.06935)
H (3.17685, -2.56582, -4.16352)
H (1.89957, -4.08325, 0.72462)
H (3.36742, -3.52068, -0.09157)
H (2.43744, -6.43233, 0.07177)
H (3.78744, -5.71961, 0.97393)
H (3.87698, -5.86817, -0.78935)

Largest force on an atom in Eh/bohr: 0.0371
LUMO energy (alpha / beta) in eV: -4.647 / -4.664
DFT total energy in Ha: -4218.8409
Charge: +1

Löwdin population analysis, charges in e, atoms 1 to 4: 0.609, -0.065, -0.146, -0.161

***

Below is a structure of composition C38H52N3OP2Ti, with properties calculated with wB97M-V/def2-TZVPD.

CARTESIAN COORDINATES (ANGSTROEM)
C (0.04773, 2.74056, 0.69343)
C (-2.01939, 2.09795, -0.19948)
C (-0.46414, 4.02515, 0.79736)
C (-2.42157, 3.44738, -0.42185)
C (-1.66161, 4.42503, 0.19410)
H (0.16116, 4.71507, 1.34421)
H (-3.36537, 3.63147, -0.96937)
H (-2.03148, 5.44513, 0.29845)
N (-0.69580, 1.75670, 0.16806)
P (2.35162, 1.04436, 0.54883)
P (-2.36468, -0.67902, -0.24799)
C (1.42993, 2.46848, 1.22062)
H (2.02985, 3.35864, 1.04595)
H (1.38954, 2.39787, 2.31050)
C (1.64457, -1.63569, 0.00880)
O (2.45984, -2.48100, -0.06641)
C (-2.98965, 1.07299, -0.45086)
H (-3.63087, 1.23667, -1.34502)
C (-2.60486, -2.13197, -1.68262)
C (-3.72941, -0.68550, 1.11017)
C (3.32662, 1.86817, -0.87336)
C (3.56663, 0.65053, 1.97070)
C (-1.31515, -2.87533, -2.05192)
H (-0.84435, -3.38572, -1.20170)
H (-1.57754, -3.67169, -2.76884)
H (-0.56841, -2.23958, -2.53326)
C (-3.55594, -3.19173, -1.13053)
H (-3.10593, -3.72478, -0.28229)
H (-4.53265, -2.79292, -0.83899)
H (-3.73445, -3.95160, -1.90507)
C (-3.14874, -1.42618, -2.92096)
H (-3.31194, -2.16426, -3.72110)
H (-4.10522, -0.92748, -2.72732)
H (-2.43725, -0.68802, -3.31496)
C (-3.73688, -1.98852, 1.89312)
H (-2.75185, -2.19930, 2.33235)
H (-4.46070, -1.84523, 2.70767)
H (-4.06381, -2.85662, 1.31269)
C (-3.36121, 0.43861, 2.11401)
H (-2.28586, 0.38195, 2.34796)
H (-3.57475, 1.44229, 1.72746)
H (-3.94886, 0.34855, 3.04210)
C (-5.04296, -0.41449, 0.33132)
H (-4.92311, -0.12075, -0.72436)
H (-5.72700, -1.27129, 0.29330)
H (-5.53080, 0.44487, 0.80356)
C (4.61229, -0.37260, 1.48757)
H (5.13153, -0.77862, 2.37139)
H (4.16258, -1.21670, 0.95257)
H (5.38099, 0.08532, 0.84877)
C (2.74489, 0.03284, 3.11617)
H (2.01186, 0.74314, 3.52232)
H (2.21548, -0.87525, 2.81230)
H (3.43251, -0.23524, 3.93537)
C (4.30697, 1.87236, 2.54626)
H (4.81119, 1.55450, 3.47303)
H (5.09225, 2.25742, 1.88775)
H (3.62974, 2.69492, 2.80684)
C (2.34975, 2.65017, -1.76447)
H (2.91845, 3.04967, -2.62016)
H (1.56234, 2.01368, -2.16371)
H (1.89028, 3.49765, -1.23969)
C (3.96483, 0.72923, -1.68475)
H (3.22080, -0.01423, -1.99029)
H (4.40738, 1.16225, -2.59511)
H (4.77133, 0.22749, -1.13562)
C (4.40663, 2.87717, -0.44741)
H (4.02775, 3.64060, 0.24598)
H (5.30535, 2.40672, -0.02959)
H (4.72777, 3.41534, -1.35502)
Ti (0.20778, -0.19133, -0.08438)
N (0.69814, -0.16038, -2.19349)
C (0.94513, 0.06445, -3.36641)
C (0.12035, 0.55494, -4.51862)
C (0.56364, 0.25677, -5.81702)
C (-1.06992, 1.37462, -4.46697)
C (0.14973, 0.99606, -6.94484)
H (1.35993, -0.47440, -5.98962)
C (-1.52524, 2.05774, -5.62006)
H (-1.67812, 1.55497, -3.57056)
C (-0.89734, 1.92733, -6.87283)
H (0.71356, 0.85589, -7.87970)
H (-2.38683, 2.74347, -5.59204)
H (-1.19878, 2.52266, -7.76058)
N (-0.27202, -1.07309, 1.89844)
C (-0.20489, -1.88551, 2.74215)
C (0.05837, -2.84145, 3.76671)
C (1.20656, -3.66547, 3.68991)
C (1.52874, -4.52091, 4.74616)
C (0.69173, -4.59466, 5.86905)
C (-0.46921, -3.81642, 5.93673)
C (-0.79711, -2.95214, 4.88977)
H (1.83566, -3.62540, 2.79689)
H (2.43529, -5.12837, 4.69398)
H (0.94648, -5.26673, 6.69174)
H (-1.12526, -3.87504, 6.81289)
H (-1.70458, -2.34517, 4.92372)

Largest force on an atom in Eh/bohr: 0.1244
Expectation value of S²: 2.03
LUMO energy (alpha / beta) in eV: -3.251 / -3.608
Multiplicity: 3
DFT total energy in Ha: -3250.5649
Charge: +1

Löwdin population analysis, charges in e, atoms 1 to 4: -0.368, -0.356, -0.069, -0.044